# C5H12OS2

One molecule with the formula C5H12OS2 in a non-equilibrium geometry (the ωB97M-V functional and the def2-TZVPD basis, the Open Molecules 2025 dataset).

Each atom is followed by the atoms it is bonded to, with distances in Å.
Geometry (Å):
1 C -1.4086 0.3285 1.6768  H4 1.078, C5 1.554, C10 1.569, H19 1.083
2 C 1.6373 -0.9100 -3.7595  H11 1.090, C12 1.549, H13 1.095, H18 1.091
3 H -1.9696 2.0696 3.3158  O7 0.947
4 H -1.9032 -0.6237 1.5759  C1 1.078
5 C -0.2614 0.6976 0.6952  C1 1.554, S6 1.807, H15 1.088, H20 1.097
6 S 0.8571 -0.7177 0.5894  C5 1.807, S17 2.042
7 O -1.3141 1.5897 3.8029  H3 0.947, C10 1.441
8 H 0.4621 -1.9777 -2.2687  C12 1.083
9 H -1.3726 -0.4133 3.7307  C10 1.085
10 C -0.8924 0.3724 3.1574  C1 1.569, O7 1.441, H9 1.085, H14 1.085
11 H 2.6640 -0.6033 -3.5574  C2 1.090
12 C 0.8052 -0.9676 -2.4546  C2 1.549, H8 1.083, H16 1.087, S17 1.822
13 H 1.7375 -1.9103 -4.1939  C2 1.095
14 H 0.1922 0.3692 3.1942  C10 1.085
15 H -0.5974 1.2738 -0.1647  C5 1.088
16 H 0.0514 -0.1875 -2.5215  C12 1.087
17 S 1.9703 -0.5570 -1.1150  S6 2.042, C12 1.822
18 H 1.2695 -0.3488 -4.6195  C2 1.091
19 H -2.1884 1.0770 1.6035  C1 1.083
20 H 0.2610 1.4390 1.3129  C5 1.097

Output
HOMO ... -8.65 eV
Structure (SMILES) ... CCSSCCCO
Strongest force on any atom ... 2.101 eV/Å
E ... -29096.7230 eV
Kohn-Sham gap ... 9.50 eV

Taken from the Löwdin analysis, the atomic charges in e are:
1. C -0.245
2. C -0.187
3. H 0.056
4. H 0.094
5. C -0.538
6. S 0.497
7. O -0.085
8. H 0.060
9. H 0.108
10. C -0.242
11. H 0.038
12. C -0.574
13. H 0.067
14. H 0.099
15. H 0.082
16. H 0.061
17. S 0.477
18. H 0.068
19. H 0.098
20. H 0.066

***

# C30H31NO18

A 5-piece molecular cluster, C30H31NO18 overall in a non-equilibrium geometry (the ωB97M-V functional and the def2-TZVPD basis, the Open Molecules 2025 dataset).

Each atom is followed by the atoms it is bonded to, with distances in Å.
Geometry (Å):
1 O -3.5052 2.4374 -1.6464  C15 1.408, C75 1.428
2 H 3.8950 -1.7025 0.7120  C70 1.052
3 C -1.5168 -1.6402 -2.8852  C13 1.328, H53 1.079, C60 1.397
4 O 0.9795 -1.1171 -5.5023  H6 0.960, C68 1.341
5 H 2.3103 -0.2949 6.8411  C29 1.096
6 H 1.2906 -1.8740 -5.0002  O4 0.960
7 O 1.4655 0.7780 3.5904  C72 1.320, H80 0.986
8 H -2.0296 3.7899 -2.0066  C15 1.107
9 C 3.8274 -1.2510 5.6550  C12 1.584, C29 1.341, O34 1.306
10 O 3.9557 1.8250 -6.7964  C36 1.380, H49 1.048
11 H 3.3920 -4.1866 3.6792  C33 1.080
12 C 4.2568 -2.3828 4.6341  C9 1.584, C33 1.438, O57 1.217
13 C -2.2579 -0.5473 -3.0243  C3 1.328, O41 1.297, C66 1.514
14 O 0.4265 2.1469 -2.6135  H23 0.987, C51 1.303
15 C -3.0612 3.5756 -2.3465  O1 1.408, H8 1.107, H58 1.087, H62 1.102
16 H -1.5848 -0.9718 3.7711  C20 1.075
17 O 0.2378 0.0366 -0.9122  C43 1.208
18 H -5.2809 -1.0236 3.0801  C26 1.126
19 N -3.3891 0.7968 1.6559  C40 1.487, C46 1.450, H71 0.996
20 C -2.3040 -1.1685 4.5454  H16 1.075, H24 1.059, H28 1.129, O35 1.443
21 O 0.4630 -2.0983 6.1829  C30 1.227
22 C 2.8622 -0.3494 2.0424  O52 1.177, C70 1.417, C72 1.541
23 H 0.6271 1.6204 -1.8031  O14 0.987
24 H -1.9481 -0.6205 5.3789  C20 1.059
25 O 0.5231 -2.6218 -3.4864  C60 1.237
26 C -4.1667 -1.1804 3.0428  H18 1.126, O35 1.449, C46 1.570, H74 1.131
27 H 1.4136 -1.8147 -1.8564  O42 1.011
28 H -2.3833 -2.2598 4.8227  C20 1.129
29 C 2.5706 -1.0199 6.0620  H5 1.096, C9 1.341, C30 1.474
30 C 1.5997 -2.0755 5.7222  O21 1.227, C29 1.474, C65 1.497
31 O 2.7675 0.9850 -2.2440  C78 1.205
32 C 0.5826 0.3773 1.3920  C43 1.450, H67 1.090, C72 1.337
33 C 3.2074 -3.2878 4.2495  H11 1.080, C12 1.438, C65 1.328
34 O 4.8111 -0.4734 6.0188  C9 1.306, H64 0.984
35 O -3.6028 -0.6134 4.2516  C20 1.443, C26 1.449
36 C 3.1540 1.9014 -5.6756  O10 1.380, C38 1.391, C79 1.530
37 H -2.7694 3.2986 -0.0351  C75 1.086
38 C 3.6204 1.6694 -4.3853  C36 1.391, H69 1.053, C78 1.475
39 H -0.1113 3.1722 -4.8065  C44 1.147
40 C -4.0843 1.6930 0.6935  N19 1.487, H48 1.052, H55 1.101, C75 1.539
41 O -3.2430 -0.2709 -2.2276  C13 1.297, H56 0.997
42 O 2.0408 -2.0228 -1.0914  H27 1.011, C77 1.367
43 C 0.8744 -0.1873 0.0892  O17 1.208, C32 1.450, C77 1.554
44 C 0.9246 2.6807 -4.8214  H39 1.147, C51 1.341, C79 1.466
45 O 1.0156 -4.0080 4.6224  C65 1.300, H76 1.027
46 C -3.5641 -0.6415 1.6969  N19 1.450, C26 1.570, H61 1.079, H63 1.116
47 O -3.1549 0.9791 -4.5332  C66 1.210
48 H -4.7559 1.1284 0.1138  C40 1.052
49 H 3.3346 2.1907 -7.5567  O10 1.048
50 H -1.0391 0.7277 -5.9589  C73 1.078
51 C 1.2455 2.1630 -3.6266  O14 1.303, C44 1.341, C78 1.550
52 O 3.6799 -0.2638 2.8851  C22 1.177
53 H -1.6524 -2.2733 -2.0217  C3 1.079
54 H -2.2111 1.6610 -0.2321  C75 1.063
55 H -4.6853 2.4415 1.2317  C40 1.101
56 H -3.4029 0.7129 -2.2434  O41 0.997
57 O 5.4572 -2.5286 4.4951  C12 1.217
58 H -3.7158 4.4077 -2.1018  C15 1.087
59 O 1.4733 2.6139 -7.1593  C79 1.209
60 C -0.3537 -1.7645 -3.6486  C3 1.397, O25 1.237, C68 1.493
61 H -2.5882 -1.0940 1.6111  C46 1.079
62 H -3.0621 3.3428 -3.4235  C15 1.102
63 H -4.2356 -1.1222 0.9462  C46 1.116
64 H 5.5539 -0.9302 5.5637  O34 0.984
65 C 2.0088 -3.1909 4.8121  C30 1.497, C33 1.328, O45 1.300
66 C -2.1884 0.2967 -4.2798  C13 1.514, O47 1.210, C73 1.408
67 H -0.3628 0.9032 1.5217  C32 1.090
68 C -0.1288 -0.8394 -4.7993  O4 1.341, C60 1.493, C73 1.346
69 H 4.6149 1.3510 -4.2521  C38 1.053
70 C 3.0398 -1.1067 0.8579  H2 1.052, C22 1.417, C77 1.311
71 H -3.5579 1.1602 2.5676  N19 0.996
72 C 1.5164 0.3355 2.3478  O7 1.320, C22 1.541, C32 1.337
73 C -1.0835 0.0544 -5.1184  H50 1.078, C66 1.408, C68 1.346
74 H -4.0495 -2.3051 3.0813  C26 1.131
75 C -3.0668 2.2876 -0.2959  O1 1.428, H37 1.086, C40 1.539, H54 1.063
76 H 0.2765 -3.7924 5.3020  O45 1.027
77 C 2.0582 -1.1898 -0.0078  O42 1.367, C43 1.554, C70 1.311
78 C 2.6358 1.5643 -3.2924  O31 1.205, C38 1.475, C51 1.550
79 C 1.7374 2.3777 -6.0034  C36 1.530, C44 1.466, O59 1.209
80 H 2.3698 0.6231 3.9522  O7 0.986

Output
HOMO ... -9.08 eV
Structure (SMILES) ... O=C1C=C(O)C(=O)C=C1O.O=C1C=C(O)C(=O)C=C1O.O=C1C=C(O)C(=O)C=C1O.O=C1C=C(O)C(=O)C=C1O.COCCNCCOC
Strongest force on any atom ... 4.141 eV/Å
E ... -69952.5109 eV
Kohn-Sham gap ... 7.50 eV

Taken from the Löwdin analysis, the atomic charges in e are:
1. O -0.235
2. H 0.135
3. C 0.054
4. O 0.129
5. H 0.144
6. H 0.093
7. O 0.120
8. H 0.091
9. C -0.260
10. O 0.047
11. H 0.141
12. C -0.306
13. C -0.241
14. O 0.098
15. C -0.081
16. H 0.067
17. O 0.075
18. H 0.127
19. N -0.050
20. C -0.095
21. O 0.080
22. C -0.327
23. H 0.099
24. H 0.069
25. O 0.067
26. C -0.202
27. H 0.110
28. H 0.106
29. C 0.052
30. C -0.299
31. O 0.123
32. C 0.074
33. C 0.063
34. O 0.128
35. O -0.206
36. C -0.177
37. H 0.116
38. C 0.085
39. H 0.162
40. C -0.147
41. O 0.129
42. O 0.084
43. C -0.287
44. C 0.046
45. O 0.110
46. C -0.207
47. O 0.138
48. H 0.095
49. H 0.160
50. H 0.137
51. C -0.262
52. O 0.135
53. H 0.147
54. H 0.092
55. H 0.125
56. H 0.107
57. O 0.110
58. H 0.090
59. O 0.101
60. C -0.328
61. H 0.083
62. H 0.089
63. H 0.129
64. H 0.121
65. C -0.274
66. C -0.328
67. H 0.125
68. C -0.204
69. H 0.108
70. C 0.065
71. H 0.088
72. C -0.214
73. C 0.061
74. H 0.125
75. C -0.182
76. H 0.163
77. C -0.184
78. C -0.295
79. C -0.333
80. H 0.109